1.
A 2-piece molecular cluster, C4H10N2O2 overall at a distorted geometry, computed with ωB97M-V with the def2-TZVPD basis set.

The energy comes out at -11380.1613 eV. The HOMO-LUMO gap is 5.12 eV. The HOMO energy is -0.2784 Ha. As for the largest force on an atom: 6.2 eV Å⁻¹.

CARTESIAN COORDINATES (ANGSTROEM)
O (-2.68, 0.59, 0.05)
C (-1.61, 0.33, -0.48)
O (-1.39, 0.69, -1.79)
C (-0.54, -0.35, 0.12)
C (0.85, -0.48, -0.18)
C (1.87, 0.31, 0.75)
N (3.20, -0.08, 0.48)
N (-0.83, -0.68, 1.53)
H (-2.25, 0.99, -2.10)
H (4.31, -1.60, -1.51)
H (0.95, -0.10, -1.19)
H (1.14, -1.50, 0.01)
H (1.73, 1.37, 0.55)
H (1.51, 0.28, 1.82)
H (4.04, -1.70, -2.20)
H (3.69, 0.66, -0.01)
H (-0.92, -1.66, 1.73)
H (-1.75, -0.25, 1.70)

Results of the natural (NBO) charge analysis, in e, for atoms 1 through 5:
1. O -0.590
2. C 0.685
3. O -0.678
4. C 0.145
5. C -0.451



2.
One molecule with the formula C4H10N2O2 at a distorted geometry, computed with ωB97M-V with the def2-TZVPD basis set.

The SMILES is NCC(=O)NCCO. The energy comes out at -11384.8417 eV. The HOMO-LUMO gap is 10.00 eV. The HOMO energy is -0.3397 Ha. As for the largest force on an atom: 2.1 eV Å⁻¹.

CARTESIAN COORDINATES (ANGSTROEM)
N (-1.55, -1.12, -1.80)
C (-1.21, 0.28, -1.58)
C (-1.20, 0.67, -0.12)
N (-0.33, 0.00, 0.72)
C (0.88, -0.64, 0.22)
C (2.14, 0.14, 0.55)
O (2.77, -0.30, 1.77)
O (-2.04, 1.40, 0.37)
H (-1.22, -1.75, -1.09)
H (-2.52, -1.24, -2.01)
H (-0.41, 0.64, -2.23)
H (-2.04, 0.84, -1.96)
H (-0.24, 0.39, 1.61)
H (1.01, -1.63, 0.64)
H (0.82, -0.76, -0.86)
H (2.95, 0.15, -0.20)
H (1.99, 1.19, 0.73)
H (2.81, -1.25, 1.78)

Results of the natural (NBO) charge analysis, in e, for atoms 1 through 5:
1. N -0.840
2. C -0.345
3. C 0.665
4. N -0.619
5. C -0.261



3.
C4H10N2O2 as an isolated structure at a distorted geometry, computed with ωB97M-V with the def2-TZVPD basis set.

The energy comes out at -11370.9826 eV. The HOMO-LUMO gap is 8.33 eV. The HOMO energy is -0.3072 Ha. As for the largest force on an atom: 15.9 eV Å⁻¹.

CARTESIAN COORDINATES (ANGSTROEM)
C (1.20, 0.11, -2.14)
C (-0.59, 0.85, -0.97)
C (-0.26, -0.12, 1.23)
C (-0.27, 0.80, 2.56)
H (1.35, 0.61, -3.66)
H (2.32, -1.20, -1.60)
H (1.40, 1.07, -0.88)
H (-1.65, 0.56, -0.76)
H (-0.32, 1.85, -1.37)
H (-1.47, 1.18, 2.65)
H (0.36, -0.08, 3.38)
H (0.59, 1.71, 2.19)
H (-0.68, -1.72, -0.81)
H (-0.32, -3.04, 0.67)
N (-0.81, -1.27, 1.18)
N (-0.92, -2.04, 0.30)
O (-0.13, -0.02, -2.14)
O (0.21, 0.76, 0.18)

Results of the natural (NBO) charge analysis, in e, for atoms 1 through 5:
1. C -0.270
2. C 0.192
3. C 0.406
4. C -0.700
5. H 0.183



4.
One molecule with the formula C4H10N2O2 at a distorted geometry, computed with ωB97M-V with the def2-TZVPD basis set.

The SMILES is [NH3+]/C=C(\[O-])NCCO. The energy comes out at -11382.9332 eV. The HOMO-LUMO gap is 7.89 eV. The HOMO energy is -0.2787 Ha. As for the largest force on an atom: 7.1 eV Å⁻¹.

CARTESIAN COORDINATES (ANGSTROEM)
N (3.10, -0.34, -0.26)
C (1.63, -0.49, -0.09)
C (0.91, 0.75, -0.15)
N (-0.53, 0.74, -0.11)
C (-1.19, -0.34, 0.55)
C (-2.71, -0.08, 0.34)
O (-3.02, -0.26, -1.16)
O (1.55, 1.83, -0.45)
H (3.54, -0.41, 0.72)
H (3.59, -0.69, -0.99)
H (3.09, 0.69, -0.41)
H (-2.22, -0.01, -1.63)
H (1.34, -1.34, 0.46)
H (-0.98, 1.68, 0.06)
H (-0.91, -0.46, 1.57)
H (-0.92, -1.35, 0.08)
H (-3.27, -0.85, 0.77)
H (-3.02, 0.92, 0.71)

Results of the natural (NBO) charge analysis, in e, for atoms 1 through 5:
1. N -0.695
2. C -0.478
3. C 0.573
4. N -0.655
5. C -0.248



5.
A 2-piece molecular cluster, C4H10N2O2 overall at a distorted geometry, computed with ωB97M-V with the def2-TZVPD basis set.

The energy comes out at -11380.4925 eV. The HOMO-LUMO gap is 6.86 eV. The HOMO energy is -0.3428 Ha. As for the largest force on an atom: 5.2 eV Å⁻¹.

CARTESIAN COORDINATES (ANGSTROEM)
C (1.42, 1.17, -0.47)
O (2.64, 1.12, -0.17)
C (0.49, -0.28, -0.02)
C (-0.75, -0.10, 0.54)
C (-1.94, -0.52, -0.20)
N (-3.19, -0.12, 0.30)
O (-1.90, -1.09, -1.25)
N (1.40, -0.91, 0.97)
H (1.16, 1.25, -1.54)
H (0.84, 1.95, 0.02)
H (1.09, -0.72, 1.92)
H (0.52, -0.97, -0.85)
H (-0.91, 0.70, 1.27)
H (6.37, 2.46, 0.49)
H (-3.21, -0.18, 1.31)
H (-3.87, -0.75, -0.11)
H (2.30, -0.45, 0.82)
H (6.79, 2.71, -0.07)

Results of the natural (NBO) charge analysis, in e, for atoms 1 through 5:
1. C 0.085
2. O -0.574
3. C -0.124
4. C -0.148
5. C 0.603



6.
A 3-piece molecular cluster, C4H10N2O2 overall at a distorted geometry, computed with ωB97M-V with the def2-TZVPD basis set.

The SMILES is Cc1c[nH]cn1.O.O. The energy comes out at -11384.0949 eV. The HOMO-LUMO gap is 9.13 eV. The HOMO energy is -0.3212 Ha. As for the largest force on an atom: 5.6 eV Å⁻¹.

CARTESIAN COORDINATES (ANGSTROEM)
C (2.89, -0.74, -2.16)
C (1.69, -0.51, -1.29)
C (1.55, -1.11, -0.07)
N (0.43, -0.49, 0.53)
C (-0.07, 0.40, -0.45)
N (0.66, 0.37, -1.57)
H (2.64, -0.74, -3.33)
H (3.43, 0.18, -2.13)
H (3.61, -1.57, -1.93)
H (2.15, -1.81, 0.51)
H (0.03, -0.92, 1.37)
H (-1.08, 0.75, -0.40)
H (-0.95, 2.42, 0.09)
H (-1.78, 3.64, -0.27)
O (-1.96, 2.62, 0.00)
H (-3.99, -0.48, 3.17)
H (-4.71, -1.46, 3.98)
O (-4.54, -0.55, 3.95)

Results of the natural (NBO) charge analysis, in e, for atoms 1 through 5:
1. C -0.643
2. C 0.086
3. C -0.114
4. N -0.548
5. C 0.124